1.
Computed, not measured: a molecular structure, C9H9CoF3I2O4RuS at a distorted geometry, with the ωB97M-V functional and the def2-TZVPD basis.

Computed properties:
* spin multiplicity: 10
* Kohn-Sham gap (alpha / beta): 8.14 / 4.67 eV
* strongest force on any atom: 7.5 eV Å⁻¹
* HOMO level (alpha / beta): -23.8 / -23.9 eV
* LUMO level (alpha / beta): -15.66 / -19.28 eV
* ⟨S²⟩: 24.799
* energy above the lowest of the compared OMol25 structures with the same formula, charge and spin: 95.2 kJ/mol
* net charge: +4

Each line ends with the Mulliken charge.
CARTESIAN COORDINATES (ANGSTROEM)
I  1.440  -3.631  -0.280  0.57
I  1.621  3.555  -0.267  0.84
Ru  0.039  1.337  0.031  0.44
Co  -0.039  -1.337  -0.031  0.37
S  1.210  -0.005  -1.614  -0.07
C  -1.400  -1.913  -1.202  0.49
C  -1.070  -1.969  1.425  0.44
C  0.680  -0.020  -3.417  1.48
C  1.542  1.090  -4.038  -1.63
C  -0.798  0.264  -3.640  -1.43
C  1.094  -1.399  -3.944  -1.48
C  -0.809  1.971  1.592  0.19
C  -1.400  2.027  -0.988  0.25
O  -1.661  -2.447  2.290  -0.01
O  -2.223  -2.301  -1.907  -0.07
O  -1.320  2.393  2.533  -0.04
O  -2.228  2.538  -1.602  -0.08
H  1.295  1.173  -5.103  0.49
H  2.608  0.863  -3.944  0.47
H  1.348  2.054  -3.558  0.40
H  -1.154  -0.361  -4.468  0.39
H  -0.956  1.307  -3.921  0.39
H  -1.407  0.032  -2.764  0.18
H  0.868  -1.445  -5.016  0.51
H  0.554  -2.205  -3.442  0.35
H  2.165  -1.572  -3.806  0.45
F  2.420  -1.222  1.906  -0.13
C  1.672  -0.098  1.619  0.43
F  0.638  -0.093  2.530  -0.06
F  2.474  0.990  1.902  -0.12



2.
Computed, not measured: a molecular structure, C9H9ErI2NO4RuS at a distorted geometry, with the ωB97M-V functional and the def2-TZVPD basis.

Computed properties:
* spin multiplicity: 9
* Kohn-Sham gap (alpha / beta): 6.20 / 5.98 eV
* strongest force on any atom: 9.8 eV Å⁻¹
* HOMO level (alpha / beta): -22.0 / -23.8 eV
* LUMO level (alpha / beta): -15.81 / -17.82 eV
* ⟨S²⟩: 20.032
* net charge: +4

Each line ends with the Mulliken charge.
CARTESIAN COORDINATES (ANGSTROEM)
I  4.034  -1.606  1.918  0.65
I  4.409  1.015  1.655  0.45
Er  0.789  1.640  1.972  0.67
Ru  -0.598  -1.131  1.675  0.36
S  0.982  -0.142  -0.033  0.01
C  -1.317  -2.287  0.398  0.38
C  -1.666  -1.774  3.037  0.40
C  0.376  0.061  -1.904  1.11
C  1.298  1.161  -2.450  -1.39
C  -1.088  0.441  -2.041  -1.37
C  0.671  -1.310  -2.519  -1.29
C  -1.121  2.668  3.227  0.37
C  -1.728  1.037  1.358  0.22
O  -2.325  -2.190  3.907  -0.07
O  -1.752  -3.011  -0.413  -0.13
O  -1.952  2.933  3.998  -0.03
O  -2.803  1.285  0.981  0.05
H  1.164  1.242  -3.542  0.44
H  2.354  0.909  -2.275  0.39
H  1.102  2.154  -2.010  0.38
H  -1.361  0.516  -3.106  0.47
H  -1.331  1.400  -1.575  0.35
H  -1.734  -0.307  -1.580  0.25
H  0.526  -1.273  -3.605  0.46
H  0.024  -2.084  -2.094  0.27
H  1.704  -1.610  -2.327  0.42
N  0.909  0.521  4.060  -0.40
C  0.432  -0.257  3.289  0.56



3.
Computed, not measured: a single C9H9F3N2 molecule at a distorted geometry, with the ωB97M-V functional and the def2-TZVPD basis.

Computed properties:
* Kohn-Sham gap: 7.95 eV
* strongest force on any atom: 4.6 eV Å⁻¹
* HOMO level: -8.9 eV
* LUMO level: -0.97 eV
* energy above the lowest of the compared OMol25 structures with the same formula, charge and spin: 241.3 kJ/mol

Each line ends with the Mulliken charge.
CARTESIAN COORDINATES (ANGSTROEM)
C  -1.455  0.253  1.200  0.73
C  -0.687  1.402  1.901  -0.68
C  -0.004  0.986  -0.228  0.17
C  2.954  -1.211  -1.954  -0.88
C  1.749  -0.882  -1.553  -0.17
C  -2.126  -0.846  1.638  -0.62
C  0.656  1.413  -1.462  -0.46
C  0.975  0.206  -2.334  -0.85
C  -2.760  -0.978  3.015  0.86
N  -0.921  0.140  -0.088  -0.45
N  0.169  1.715  0.974  0.06
F  -3.893  -1.656  3.089  -0.26
F  -1.950  -1.577  3.871  -0.24
F  -2.982  0.254  3.555  -0.25
H  3.470  -1.916  -1.446  0.34
H  3.388  -0.622  -2.707  0.28
H  1.406  -1.259  -0.666  0.44
H  -2.179  -1.756  1.087  0.39
H  0.020  1.975  -2.055  0.26
H  1.432  2.145  -1.093  0.25
H  0.204  -0.361  -2.677  0.38
H  1.568  0.305  -3.303  0.42
H  0.967  2.271  1.236  0.27